ORCA calculation (the ωB97M-V functional and the def2-TZVPD basis) on a molecular structure, C38H35ClCoN2Si2 at a distorted geometry.

LUMO energy (spin up / spin down) = -3.49 / -3.67 eV
Orbital gap (spin up / spin down) = 5.72 / 7.00 eV
E_HOMO (spin up / spin down) = -9.2 / -10.7 eV
ΔE to the lowest compared entry with this formula, charge and spin = 0.0 kcal per mole

```
! wB97M-V def2-TZVPD RIJCOSX def2/J DEFGRID3
* xyz 1 5
Co -1.495 -0.709 2.312
Cl 3.481 0.572 1.530
Si 2.593 0.630 -0.349
Si -0.977 -0.796 -1.830
N -1.516 1.271 2.690
N 0.091 -0.652 3.474
C -0.040 1.953 0.089
C 0.107 -3.326 -5.661
C -0.615 0.744 -2.927
C 0.412 0.619 3.947
C -0.392 1.689 3.521
C 1.923 2.183 5.017
C -0.459 4.236 -0.630
C -3.449 -0.558 2.316
C 2.263 -0.290 5.232
C 1.039 -3.202 -4.632
C -2.271 -2.248 3.357
C 0.740 -3.760 -0.237
C 0.679 -2.530 -3.452
C 2.108 -3.477 -0.338
C 1.176 3.234 4.493
C 1.636 3.108 -1.163
C 1.708 -1.046 -0.477
C -1.352 2.839 -3.901
C 0.777 4.203 -1.283
C 2.565 -2.151 -0.478
C 0.757 -1.717 3.988
C -1.178 -2.793 -5.504
C 1.261 1.963 -0.449
C 0.600 0.887 -3.613
C -2.983 -1.036 3.583
C 0.852 2.033 -4.372
C 1.841 -1.544 4.850
C 0.000 2.996 3.752
C -0.184 -2.745 -0.338
C -0.101 3.037 -4.482
C -1.531 -2.138 -4.317
C -3.022 -1.484 1.301
C -0.863 3.096 0.053
C -1.616 1.701 -3.130
C 1.560 0.834 4.755
C 0.235 -1.334 -0.339
C -2.298 -2.531 1.962
C -0.602 -1.996 -3.274
H -1.832 3.115 0.568
H 0.401 -2.709 3.696
H 0.379 -3.825 -6.592
H -1.085 5.134 -0.647
H -3.187 -0.590 4.557
H -1.533 1.846 1.849
H 2.051 -3.609 -4.734
H 1.070 5.062 -1.893
H -1.895 -2.883 -6.318
H 1.428 -2.402 -2.668
H 3.643 -1.991 -0.595
H 1.504 4.265 4.670
H 2.830 -4.303 -0.309
H -0.189 -0.817 0.555
H -0.429 1.051 0.559
H -0.591 3.822 3.352
H 0.137 3.975 -4.995
H -1.246 -2.986 -0.473
H -2.431 1.476 3.101
H 3.101 -0.141 5.901
H -4.107 0.300 2.170
H 2.803 2.364 5.640
H -3.267 -1.395 0.246
H 1.388 0.140 -3.517
H -2.584 1.581 -2.643
H -2.376 -0.880 -1.382
H 1.821 2.156 -4.851
H -2.512 -1.685 -4.214
H -1.826 -2.861 4.137
H 2.617 3.141 -1.638
H -1.850 -3.418 1.513
H 0.391 -4.799 -0.091
H 3.708 0.940 -1.183
H 2.327 -2.439 5.198
H -2.121 3.598 -4.015
*
```

***

ORCA calculation (the ωB97M-V functional and the def2-TZVPD basis) on a single C2H5N3O molecule at a distorted geometry.

LUMO energy = 1.15 eV
Orbital gap = 9.78 eV
E_HOMO = -8.6 eV
ΔE to the lowest compared entry with this formula, charge and spin = 131.3 kcal per mole

```
! wB97M-V def2-TZVPD RIJCOSX def2/J DEFGRID3
* xyz 0 1
O -0.716 0.898 0.346
N 1.798 0.491 -0.188
N -1.049 -0.402 -0.048
N 2.059 -0.770 0.230
C 0.712 1.243 -0.102
C -2.280 -0.323 -0.063
H -2.754 0.560 0.274
H 0.576 2.237 -0.180
H -2.766 -1.343 -0.345
H 1.359 -1.437 -0.033
H 3.059 -1.154 0.108
*
```

***

ORCA calculation (the ωB97M-V functional and the def2-TZVPD basis) on 5 unconnected molecules or ions with the total composition C29H74N4O4P.

LUMO energy = 2.24 eV
Orbital gap = 6.63 eV
E_HOMO = -4.4 eV

```
! wB97M-V def2-TZVPD RIJCOSX def2/J DEFGRID3
* xyz -1 1
P -3.002 3.076 -0.043
O -4.644 -0.028 -0.770
O -1.841 3.804 -1.118
O -2.914 -1.039 0.206
O -2.798 6.513 -0.235
N 1.981 -2.140 1.349
N -4.390 4.154 -5.834
N 2.844 -8.011 2.256
N 2.985 3.444 4.532
C 1.149 2.778 2.999
C 2.472 3.504 3.172
C -3.716 3.355 -4.819
C 0.094 -0.525 1.360
C -3.765 5.789 -1.002
C 1.057 -3.199 -0.793
C 3.418 -2.325 1.313
C -3.544 3.315 -8.099
C -4.227 4.507 -0.323
C -4.751 6.424 -6.767
C -3.749 -0.172 0.250
C 1.559 -0.780 1.046
C 3.981 1.093 4.330
C 1.184 -3.188 0.736
C 4.093 4.347 4.776
C 3.493 -7.811 0.971
C 3.634 -10.351 2.484
C 3.114 2.108 5.089
C -2.241 3.004 -5.032
C 1.829 -7.033 2.613
C 5.404 4.107 4.016
C 4.140 -2.148 -0.029
C -4.294 2.204 1.083
C -3.859 5.499 -5.952
C -3.946 0.756 1.435
C 2.468 -9.377 2.566
C -4.685 3.482 -7.085
C 2.741 -8.252 -0.291
C 0.483 -7.088 1.882
H -1.832 2.624 -4.094
H -4.410 2.793 2.002
H -4.770 0.316 2.019
H 3.850 -1.619 2.030
H -2.976 4.239 -8.221
H 0.064 -8.095 1.862
H 5.948 3.245 4.400
H -4.613 0.915 -1.031
H -3.036 0.683 2.037
H -4.286 2.433 -4.681
H 4.463 -10.012 3.107
H -0.234 -6.445 2.395
H 1.954 -3.581 -1.282
H -0.582 -1.086 0.719
H 0.224 -3.842 -1.085
H 6.055 4.978 4.125
H -4.794 6.135 -7.819
H 2.084 -9.377 3.590
H 1.649 -9.753 1.931
H 3.998 -10.471 1.463
H 3.740 5.356 4.541
H 0.848 -2.204 -1.187
H 3.434 -8.300 -1.134
H -2.848 2.529 -7.812
H 3.837 -1.229 -0.532
H -5.085 4.102 -0.879
H -5.501 4.020 -7.576
H -3.776 5.897 -4.938
H -3.795 3.896 -3.873
H 1.644 -7.138 3.687
H 0.771 2.935 1.988
H 0.399 3.148 3.699
H 5.219 -2.093 0.138
H -2.080 1.939 0.147
H 3.188 3.107 2.434
H -5.095 2.499 -6.837
H -2.104 2.233 -5.792
H 1.588 -4.148 1.073
H 2.180 -0.112 1.654
H -2.419 3.768 1.123
H 1.747 -0.501 -0.003
H -3.325 5.591 -1.985
H 0.561 -6.725 0.858
H 5.232 3.956 2.950
H -5.767 6.427 -6.370
H 3.771 1.106 3.260
H 4.298 4.343 5.851
H 2.110 1.689 5.188
H -1.651 3.877 -5.315
H -0.140 0.530 1.211
H 5.047 1.270 4.468
H -1.013 3.322 -0.995
H -4.606 4.802 0.672
H 3.486 2.213 6.112
H -2.841 5.525 -6.375
H -5.263 2.247 0.566
H -4.361 7.443 -6.724
H 2.301 -9.244 -0.174
H -3.605 2.342 -1.211
H 3.957 -2.983 -0.706
H 1.253 1.701 3.138
H 3.739 -6.748 0.893
H 2.332 4.560 2.924
H -4.641 6.444 -1.154
H 2.265 -6.039 2.483
H -3.955 3.052 -9.077
H 3.766 0.084 4.690
H 3.319 -11.335 2.834
H -2.761 6.095 0.634
H 3.638 -3.324 1.706
H 1.946 -7.560 -0.563
H 0.178 -3.133 1.157
H -0.126 -0.781 2.399
H 4.455 -8.328 0.995
*
```

***

ORCA calculation (the ωB97M-V functional and the def2-TZVPD basis) on a molecular structure, C9H13Br3O6 at a distorted geometry.

LUMO energy = 0.50 eV
Orbital gap = 10.39 eV
E_HOMO = -9.9 eV
ΔE to the lowest compared entry with this formula, charge and spin = 15.1 kcal per mole

```
! wB97M-V def2-TZVPD RIJCOSX def2/J DEFGRID3
* xyz 0 1
Br 3.184 3.540 -1.049
Br 0.974 1.497 -1.802
Br 3.759 0.529 -1.029
O 0.472 0.698 1.510
O -2.661 -1.387 -4.647
O -0.007 -0.423 3.345
O -1.143 -2.336 -3.245
O 0.576 1.663 3.567
O -3.286 -2.770 -2.908
C 2.482 1.852 -0.689
C -2.423 -2.239 -3.547
C 0.877 -1.217 5.398
C -1.518 -0.571 -4.831
C 0.373 0.657 2.707
C -1.484 0.777 -4.142
C 0.417 1.210 4.886
C -0.444 -1.563 -4.303
C -0.041 -0.221 4.743
H -0.621 1.407 -4.434
H -1.116 -0.215 4.954
H 0.502 -2.237 5.241
H 1.839 -1.123 4.870
H -0.343 1.862 5.355
H 1.369 1.319 5.466
H -0.058 -2.224 -5.116
H 2.186 1.854 0.382
H -1.403 -0.353 -5.881
H 0.390 -1.093 -3.813
H 0.917 -1.058 6.503
H -1.478 0.714 -3.048
H -2.291 1.450 -4.442
*
```

***

ORCA calculation (the ωB97M-V functional and the def2-TZVPD basis) on 3 unconnected molecules or ions with the total composition C13H20ClF3NO6P at a distorted geometry.

LUMO energy = 0.47 eV
Orbital gap = 10.67 eV
E_HOMO = -10.2 eV

```
! wB97M-V def2-TZVPD RIJCOSX def2/J DEFGRID3
* xyz 0 1
Cl -3.081 0.233 1.794
P -2.534 1.908 0.367
F -3.830 4.844 0.082
F -3.084 4.365 -2.735
F 0.320 2.390 -0.438
O -0.568 -2.711 0.076
O -1.727 5.466 -0.024
O -2.717 -2.342 -0.375
O 2.852 -0.286 -0.514
O 3.125 -2.205 -1.624
O -3.627 2.219 -2.349
N -2.333 3.384 -0.826
C 5.074 -0.855 -1.007
C 3.676 0.806 -0.061
C -0.709 -4.576 1.503
C -1.879 -3.055 0.095
C -0.036 1.029 -0.614
C 3.610 -1.241 -1.109
C -2.512 4.660 -0.257
C -1.708 2.802 1.688
C -1.555 0.817 -0.701
C 5.075 0.215 0.085
C -2.040 -4.400 0.774
C 0.241 -3.769 0.621
C -3.074 3.205 -1.984
H 5.383 -0.460 -1.976
H -1.755 -0.217 -0.368
H 1.068 -3.316 1.159
H 0.425 0.685 -1.554
H -1.926 0.892 -1.727
H 5.860 0.961 -0.014
H -3.902 2.009 0.233
H 5.675 -1.730 -0.777
H -2.440 3.444 2.203
H -1.323 2.070 2.412
H 3.632 1.598 -0.810
H -0.882 3.399 1.282
H 0.415 0.455 0.208
H 3.255 1.180 0.869
H 0.644 -4.350 -0.209
H -2.910 -4.386 1.424
H 5.176 -0.257 1.063
H -2.192 -5.151 -0.004
H -0.395 -5.610 1.626
H -0.770 -4.119 2.492
*
```

***

ORCA calculation (the ωB97M-V functional and the def2-TZVPD basis) on a molecular structure, C4H2CuFMgO4 at a distorted geometry.

LUMO energy = -9.29 eV
Orbital gap = 7.77 eV
E_HOMO = -17.1 eV

```
! wB97M-V def2-TZVPD RIJCOSX def2/J DEFGRID3
* xyz 2 1
Cu -4.271 1.135 -1.649
Mg 1.271 1.376 0.145
F -0.803 0.181 -1.550
O -2.305 -0.885 0.816
O 5.507 -0.126 -0.050
O 3.249 0.374 -0.206
O -1.749 1.105 0.274
C -0.877 -0.980 0.518
C -0.585 0.337 -0.160
C -2.745 0.318 0.648
C 4.374 0.107 -0.130
H -0.356 -1.096 1.474
H -0.708 -1.845 -0.131
*
```